An isolated molecule of C4H10N2O2 in a non-equilibrium geometry, computed with ωB97M-V with the def2-TZVPD basis set.

```
! RIJCOSX wB97M-V def2-TZVPD def2/J DEFGRID3
* xyz 0 1
C -0.2383 0.7656 1.6088
C 0.1161 1.1290 0.2004
C -0.4940 0.5274 -1.0131
C -0.0063 -0.8796 -1.4801
N 1.5003 1.9396 0.0067
N -0.1122 -0.6585 1.8126
O 2.0457 2.2072 -1.0706
O -0.7286 -1.8626 -0.8199
H 0.5282 1.2123 2.2567
H -1.2573 0.8937 2.0112
H -0.3922 1.3205 -1.7378
H -1.6251 0.5482 -0.6691
H -0.2059 -0.7977 -2.5586
H 1.0275 -0.9140 -1.3170
H 2.0486 2.0851 0.9038
H -1.0644 -1.0269 1.9375
H 0.2339 -1.0470 1.0026
H -0.8035 -2.6412 -1.4044
*
```

The SMILES is NC/C(CCO)=[NH+]/[O-]. For the LUMO energy (alpha / beta), the calculation gives 0.3 / 0.7 eV. The calculation puts the HOMO-LUMO gap (alpha / beta) at 8.61 / 8.53 eV.

=====

A cluster of 8 separate species, C49H117N7O13 in total in a non-equilibrium geometry, computed with ωB97M-V with the def2-TZVPD basis set.

```
! RIJCOSX wB97M-V def2-TZVPD def2/J DEFGRID3
* xyz 0 1
C 5.0219 -2.7496 -7.5221
O 3.6584 -2.2791 -7.2439
C 2.7405 -2.5656 -8.3263
C 1.2894 -2.3066 -7.8404
N 0.9645 -3.0729 -6.6345
C -0.2331 -2.7837 -5.9340
C -0.4295 -3.6392 -4.6641
O 0.3414 -3.0233 -3.5508
C 0.3948 -3.8855 -2.4214
H 5.0920 -3.8366 -7.5646
H 5.5664 -2.5074 -6.6094
H 5.4632 -2.2531 -8.3862
H 2.8172 -3.6067 -8.6397
H 2.8439 -1.8970 -9.1810
H 0.6604 -2.5833 -8.6865
H 1.1358 -1.2331 -7.7303
H 1.7074 -3.0396 -5.9511
H -1.0787 -2.7484 -6.6208
H -0.2210 -1.7279 -5.6632
H -0.2498 -4.6993 -4.8430
H -1.4841 -3.4727 -4.4450
H 0.4423 -3.2876 -1.5113
H 1.2487 -4.5567 -2.5133
H -0.3052 -4.7168 -2.5064
C 2.8500 0.8791 7.4466
O 1.5477 0.6359 7.8908
C 0.7690 1.8210 8.1475
C -0.0079 2.4518 6.9374
N 0.7947 3.3387 6.0807
C -0.0272 4.1356 5.1414
C 0.5463 4.4755 3.7632
O 1.7950 5.2358 3.8911
C 1.6540 6.5996 4.0681
H 3.2392 -0.1367 7.3769
H 3.3896 1.5482 8.1168
H 2.7782 1.4114 6.4982
H 1.3145 2.6138 8.6595
H 0.0507 1.5035 8.9033
H -0.9589 2.9405 7.1494
H -0.3329 1.6377 6.2896
H 1.2533 3.9454 6.7452
H -0.4939 5.0375 5.5376
H -0.9076 3.5140 4.9783
H -0.1320 4.8939 3.0195
H 0.9302 3.5424 3.3509
H 1.3291 7.0232 3.1177
H 2.5278 7.1475 4.4205
H 0.9291 6.8798 4.8323
C 10.5240 -0.9717 -5.4257
O 9.2164 -1.3123 -4.9240
C 8.5722 -0.0754 -4.4847
C 7.4232 -0.3519 -3.5332
N 6.1779 0.1278 -4.0790
C 4.9902 -0.0109 -3.1425
C 3.6641 0.4846 -3.7349
O 3.5628 1.7718 -4.1954
C 3.4863 2.8620 -3.2686
H 11.1311 -0.6710 -4.5718
H 10.6776 -0.2604 -6.2371
H 10.9346 -1.9542 -5.6587
H 8.3838 0.5258 -5.3742
H 9.2538 0.5503 -3.9084
H 7.7201 0.1678 -2.6222
H 7.3768 -1.3981 -3.2309
H 6.1125 -0.0917 -5.0627
H 5.3203 0.6837 -2.3700
H 5.0886 -1.0143 -2.7282
H 2.9599 0.2332 -2.9419
H 3.2364 -0.1230 -4.5324
H 4.5419 2.9821 -3.0249
H 2.7757 2.7348 -2.4518
H 3.2104 3.6944 -3.9159
C -3.6231 -5.9982 -7.8946
O -4.9179 -5.6400 -7.4359
C -5.6794 -4.6682 -8.1940
C -6.2987 -3.6647 -7.2865
N -5.3302 -2.7682 -6.7914
C -5.8680 -1.5613 -6.0895
C -4.8626 -0.4631 -5.7467
O -3.8816 -0.9824 -4.8934
C -3.3199 0.0674 -4.0705
H -3.0842 -6.7253 -7.2871
H -2.8556 -5.2285 -7.9748
H -3.7635 -6.5155 -8.8437
H -6.4919 -5.2402 -8.6422
H -5.2078 -4.3137 -9.1104
H -6.8938 -4.0580 -6.4622
H -7.0267 -3.0739 -7.8425
H -4.7157 -3.3664 -6.2580
H -6.2863 -1.8554 -5.1269
H -6.5564 -1.0845 -6.7874
H -5.4828 0.2843 -5.2520
H -4.4203 0.0900 -6.5753
H -3.1644 0.9277 -4.7215
H -2.3554 -0.1444 -3.6089
H -3.8878 0.2370 -3.1557
C 5.9009 4.2355 3.9389
O 6.4693 2.9685 4.1413
C 6.8478 2.3259 2.9195
C 5.8428 2.1951 1.7530
N 4.3877 1.9204 1.8961
C 4.1879 0.7827 2.7817
C 4.4573 -0.5539 2.0413
O 4.6164 -1.5835 3.0050
C 4.7729 -2.9771 2.5944
H 5.2304 4.4352 3.1030
H 6.7904 4.8654 3.9307
H 5.4148 4.6079 4.8406
H 7.1284 1.3039 3.1743
H 7.7871 2.7943 2.6257
H 6.3344 1.5852 0.9950
H 6.0026 3.2188 1.4143
H 3.8089 2.6432 2.2995
H 3.1805 0.9793 3.1486
H 4.8155 0.8735 3.6683
H 5.3691 -0.3840 1.4687
H 3.6099 -0.7351 1.3801
H 5.1945 -3.6507 3.3405
H 5.6288 -3.0182 1.9206
H 3.9349 -3.3234 1.9894
C -4.0379 6.8128 1.5023
C -5.5549 7.2143 1.2565
C -5.6916 8.6455 0.7230
C -5.4574 8.9064 -0.7316
C -6.4525 8.0600 -1.5185
C -6.4234 6.5208 -1.1348
N -6.3118 6.3410 0.3355
O -6.1658 5.0099 0.6876
C -7.8538 5.8347 -1.6354
C -5.2660 5.8341 -1.9150
C -6.3063 7.2751 2.5780
H -3.5304 7.4660 2.2121
H -3.5112 6.7610 0.5494
H -3.9341 5.7757 1.8210
H -6.6535 9.1558 0.7708
H -5.0662 9.3140 1.3147
H -4.5046 8.4193 -0.9391
H -5.4845 9.9382 -1.0822
H -6.1863 8.2082 -2.5651
H -7.4387 8.4999 -1.3702
H -8.6410 6.5233 -1.3283
H -7.9330 5.6365 -2.7043
H -8.2623 4.9468 -1.1527
H -5.4655 4.7650 -1.9884
H -5.1465 6.2030 -2.9336
H -4.2979 5.9490 -1.4275
H -6.7353 6.2990 2.8044
H -7.2258 7.8599 2.5998
H -5.7181 7.5860 3.4414
H -7.0742 4.7156 0.7857
C -0.3609 -4.9413 6.9851
C -1.3963 -5.2337 5.8570
C -0.7774 -5.8420 4.6239
C -0.3218 -7.3056 4.6867
C -1.4614 -8.2021 5.1823
C -2.0271 -7.5908 6.5975
N -2.3631 -6.1411 6.4326
O -3.0339 -5.5370 7.5651
C -3.4431 -8.3134 6.7765
C -1.0779 -7.9703 7.8058
C -2.0869 -3.9699 5.3693
H 0.0312 -5.8293 7.4809
H -0.6870 -4.2724 7.7815
H 0.5269 -4.4806 6.5519
H -1.4333 -5.6923 3.7663
H 0.1142 -5.2819 4.3420
H 0.5401 -7.6224 5.2739
H -0.0940 -7.6034 3.6632
H -0.9854 -9.1816 5.2285
H -2.2283 -8.3195 4.4167
H -3.3475 -9.3358 7.1420
H -4.0796 -7.9015 7.5597
H -4.0835 -8.2259 5.8989
H -1.1814 -7.2214 8.5910
H -1.3168 -8.9342 8.2550
H -0.0476 -8.1456 7.4963
H -1.3386 -3.4251 4.7937
H -2.3442 -3.3061 6.1948
H -2.8623 -4.2142 4.6433
H -2.3975 -5.6621 8.2728
C -0.7159 0.8437 0.9633
O -1.5589 1.9436 0.7247
H -0.5646 0.5861 2.0116
H -1.2738 0.0002 0.5566
H 0.1931 1.1718 0.4594
H -2.4899 1.7300 0.8206
*
```

The SMILES is CC1(C)CCCC(C)(C)N1O.CC1(C)CCCC(C)(C)N1O.COCCNCCOC.COCCNCCOC.COCCNCCOC.COCCNCCOC.COCCNCCOC.CO. For the LUMO energy, the calculation gives 0.3 eV. The calculation puts the HOMO-LUMO gap at 8.42 eV.

=====

A cluster of 3 separate species, C18H46N3S in total, computed with ωB97M-V with the def2-TZVPD basis set.

```
! RIJCOSX wB97M-V def2-TZVPD def2/J DEFGRID3
* xyz 1 1
C -0.2843 -1.8845 6.6422
C -1.5539 -1.0761 6.3510
C -1.2910 0.4213 6.2552
C -0.5255 0.9144 5.0058
S -0.2346 -0.3608 3.7755
N -1.0282 0.1782 2.3929
C -1.7567 -0.9391 1.7143
C -3.0109 -1.3409 2.4866
H 0.6042 -1.4116 6.2135
H -0.3466 -2.8801 6.2129
H -0.1073 -1.9546 7.7107
H -2.0686 -1.4590 5.4682
H -2.2518 -1.2189 7.1737
H -2.2250 0.9728 6.3115
H -0.6900 0.6995 7.1192
H 0.4509 1.3181 5.2639
H -1.0658 1.7056 4.4915
H 1.0414 -0.1012 3.4624
H -0.3318 0.5522 1.7462
H -1.9903 -0.5693 0.7211
H -1.0976 -1.7978 1.5888
H -3.1704 -0.6692 3.3290
H -2.9121 -2.3452 2.8914
H -3.8915 -1.3248 1.8546
C 1.5408 3.6378 2.0040
C 1.8601 3.2755 0.5657
N 0.7967 2.4684 -0.0207
C 1.1775 1.8224 -1.2703
C 1.5047 2.7071 -2.4767
C -0.5303 3.0746 -0.0009
C -0.7075 4.4418 -0.6702
H 1.3062 2.7036 2.5178
H 2.3923 4.1048 2.4979
H 0.6954 4.3190 2.0923
H 2.7665 2.6652 0.5511
H 2.0929 4.1867 -0.0028
H 0.3783 1.1286 -1.5424
H 2.0510 1.1981 -1.0560
H 0.6124 3.1493 -2.9165
H 1.9804 2.1033 -3.2508
H 2.1960 3.5101 -2.2201
H -0.8455 3.1643 1.0426
H -1.2224 2.3575 -0.4510
H 0.0868 5.1357 -0.3933
H -1.6525 4.8852 -0.3536
H -0.7302 4.3710 -1.7554
C 1.3658 -4.5408 -5.7213
C 1.1097 -3.7870 -4.4259
N 1.3173 -2.3549 -4.5511
C 1.3702 -1.6640 -3.2817
C 0.1044 -1.6429 -2.4121
C 0.5632 -1.6982 -5.6066
C -0.9663 -1.8187 -5.5788
H 2.3573 -4.3101 -6.1115
H 1.3096 -5.6141 -5.5393
H 0.6294 -4.3028 -6.4890
H 1.8116 -4.1466 -3.6682
H 0.1016 -4.0439 -4.0604
H 1.6866 -0.6339 -3.4724
H 2.1780 -2.1193 -2.6993
H -0.6540 -0.9692 -2.8110
H 0.3613 -1.2879 -1.4097
H -0.3391 -2.6338 -2.3071
H 0.9196 -2.0863 -6.5624
H 0.8463 -0.6426 -5.6036
H -1.2888 -2.8433 -5.3887
H -1.3746 -1.5235 -6.5464
H -1.4213 -1.1753 -4.8264
*
```

For the LUMO energy, the calculation gives -3.3 eV. The calculation puts the HOMO-LUMO gap at 6.58 eV.

=====

A structure of composition C47H56CaN8O3S2, computed with ωB97M-V with the def2-TZVPD basis set.

```
! RIJCOSX wB97M-V def2-TZVPD def2/J DEFGRID3
* xyz 2 1
Ca -1.6519 1.4471 -0.9982
N -3.4768 2.3613 -2.5213
C -4.3161 1.1637 -2.7235
C -4.8179 0.5869 -1.4011
N -3.7747 0.4129 -0.3715
C -4.1595 0.9941 0.9250
C -4.2359 2.5115 0.8955
N -2.9136 3.1248 0.6203
C -3.3415 -0.9883 -0.2227
C -2.7349 -1.5669 -1.4917
N -1.5437 -0.8147 -1.9331
H -4.0515 3.1372 -2.2068
H -3.0910 2.6545 -3.4148
H -3.7087 0.4375 -3.2649
H -5.1962 1.3694 -3.3396
H -5.3182 -0.3666 -1.6000
H -5.5938 1.2432 -1.0039
H -3.4058 0.6877 1.6573
H -5.1160 0.5816 1.2726
H -4.6542 2.8548 1.8445
H -4.9291 2.8439 0.1226
H -2.4020 3.1824 1.4971
H -3.0518 4.0867 0.3289
H -4.1793 -1.6264 0.0911
H -2.6007 -1.0217 0.5820
H -3.4687 -1.5508 -2.2990
H -2.5020 -2.6166 -1.3048
H -1.3554 -0.9977 -2.9115
H -0.6948 -1.1101 -1.4380
C 5.6981 -5.5187 -0.3162
C 4.7081 -4.3994 -0.1619
C 4.4901 -3.8166 1.0886
C 3.5751 -2.7927 1.2495
C 2.8569 -2.3519 0.1451
C 3.0604 -2.8980 -1.1091
C 3.9861 -3.9231 -1.2518
S 1.6918 -1.0238 0.3595
O 1.2025 -0.6547 -1.0174
C 0.3446 -1.9391 1.0948
C -0.2458 -2.9738 0.3295
C -1.3419 -3.6216 0.8044
C -1.9354 -3.2304 2.0349
C -3.1148 -3.8514 2.5099
C -3.6811 -3.4600 3.6895
C -3.0862 -2.4348 4.4541
C -1.9383 -1.8276 4.0278
C -1.3359 -2.2014 2.8000
C -0.1395 -1.5736 2.3173
C 0.6099 -0.7100 3.2855
C 1.3222 -1.4237 4.3143
C 1.4235 -2.8385 4.3081
C 2.1130 -3.4929 5.2904
C 2.7299 -2.7765 6.3357
C 2.6436 -1.4147 6.3720
C 1.9417 -0.7105 5.3668
C 1.8389 0.7038 5.4060
C 1.1888 1.3746 4.4223
C 0.5962 0.6569 3.3505
S -0.1787 1.7162 2.1499
O -0.6167 0.8676 0.9759
C 1.2375 2.6764 1.6641
C 2.5391 2.1870 1.7075
C 3.5880 3.0279 1.3824
C 3.3638 4.3577 1.0108
C 4.5166 5.2745 0.7184
C 2.0500 4.8194 0.9506
C 0.9904 3.9895 1.2868
H 6.6262 -5.2980 0.2107
H 5.9339 -5.6983 -1.3635
H 5.2989 -6.4454 0.0999
H 5.0546 -4.1666 1.9444
H 3.4192 -2.3468 2.2267
H 2.5041 -2.5134 -1.9544
H 4.1534 -4.3576 -2.2297
H 0.2049 -3.2545 -0.6153
H -1.7769 -4.4454 0.2507
H -3.5585 -4.6471 1.9236
H -4.5802 -3.9435 4.0474
H -3.5356 -2.1381 5.3926
H -1.4823 -1.0563 4.6356
H 0.9581 -3.4111 3.5172
H 2.1838 -4.5724 5.2675
H 3.2658 -3.3097 7.1092
H 3.1101 -0.8538 7.1721
H 2.2899 1.2420 6.2300
H 1.1284 2.4560 4.4484
H 2.7273 1.1713 2.0266
H 4.6043 2.6562 1.4373
H 5.3647 4.7297 0.3055
H 4.8534 5.7558 1.6386
H 4.2348 6.0613 0.0202
H 1.8588 5.8464 0.6656
H -0.0218 4.3780 1.2804
C 2.3590 0.8091 -4.2268
N 1.1723 1.2740 -3.5345
C 1.1854 2.1011 -2.4885
N 2.3602 2.5686 -2.0335
O 0.1050 2.4583 -1.9373
H 2.0474 0.2048 -5.0744
H 2.9677 0.1820 -3.5721
H 2.9582 1.6377 -4.6103
H 0.2512 1.0877 -3.9236
H 3.2331 2.1869 -2.3518
H 2.3488 3.0579 -1.1536
N -1.2302 3.5277 -4.6246
C -1.4925 2.4636 -5.4592
C -1.7673 2.6661 -6.8205
C -2.0963 1.5795 -7.5933
C -2.1508 0.3098 -7.0133
C -1.8589 0.2103 -5.6753
N -1.5325 1.2541 -4.8928
H -0.9556 4.3965 -5.0504
H -0.8081 3.3238 -3.7279
H -1.7228 3.6624 -7.2399
H -2.3129 1.7126 -8.6450
H -2.4072 -0.5673 -7.5886
H -1.8795 -0.7595 -5.1871
*
```

For the LUMO energy, the calculation gives -4.1 eV. The calculation puts the HOMO-LUMO gap at 8.55 eV.

=====

A cluster of 2 separate species, CHBrClNO2 in total in a non-equilibrium geometry, computed with ωB97M-V with the def2-TZVPD basis set.

```
! RIJCOSX wB97M-V def2-TZVPD def2/J DEFGRID3
* xyz 0 1
C -1.0101 -0.8215 -0.0218
N 1.1404 1.3018 -0.2659
O 2.2053 0.7953 -0.3502
O 0.6241 2.2346 0.2910
Cl -1.2774 -0.7230 1.6590
Br 0.1834 -2.2004 -0.6789
H -1.8657 -0.5867 -0.6332
*
```

For the LUMO energy (alpha / beta), the calculation gives -0.8 / -1.3 eV. The calculation puts the HOMO-LUMO gap (alpha / beta) at 9.40 / 7.52 eV.

=====

A cluster of 2 separate species, C6H12F2N5 in total in a non-equilibrium geometry, computed with ωB97M-V with the def2-TZVPD basis set.

```
! RIJCOSX wB97M-V def2-TZVPD def2/J DEFGRID3
* xyz 1 1
C -0.7561 0.1610 0.1229
C 0.3852 -1.8586 0.3849
C 1.2210 0.1728 1.2916
C -2.7814 -0.0300 -1.3994
C -1.8413 0.8691 -0.6330
C 2.4336 0.8778 -0.4152
N -0.5737 -1.1249 -0.1621
N 0.0966 0.8269 0.9129
N 1.3418 -1.2201 1.1498
N 0.5149 -3.1605 0.1184
N 0.1932 2.2126 1.2150
F 1.3672 1.2705 -1.2223
F 3.0630 -0.1784 -0.9379
H 1.7948 0.8233 1.9744
H -3.1854 -0.9053 -0.7843
H -2.3126 -0.5821 -2.2728
H -3.5040 0.6017 -1.8484
H -2.3981 1.4065 0.2154
H -1.4557 1.6571 -1.3113
H 2.9649 1.8411 -0.1885
H 2.2413 -1.7618 1.5624
H 0.1417 -3.6213 -0.5993
H 1.2004 -3.7162 0.6273
H -0.4560 2.6150 1.8640
H 0.3048 2.8237 0.3355
*
```

For the LUMO energy, the calculation gives -3.8 eV. The calculation puts the HOMO-LUMO gap at 7.84 eV.

=====

For the records above, the corresponding ΔE to the lowest compared entry with this formula, charge and spin values read 147.4, 196.2, 0.0, 0.0, 43.4, 5.7 kcal/mol.
For the records above, the corresponding electronic energy values read -418.2261, -3297.9316, -1275.5560, -3962.1569, -3277.9557, -708.9910 a.u..